1.
ORCA calculation (ωB97M-V/def2-TZVPD) on 2 unconnected molecules or ions with the total composition C2H10N4O in a non-equilibrium geometry.

The value obtained for the LUMO energy is -0.01 eV. The HOMO energy comes out at -6.705 eV.

Geometry (Å):
O -2.486 -0.347 1.019
N 1.104 0.726 -1.122
N 3.054 0.068 0.014
N -0.516 -1.036 0.078
N 1.039 -1.135 0.220
C 1.729 -0.146 -0.288
C -2.927 0.745 0.300
H -3.828 1.176 0.767
H 1.485 -1.721 0.919
H 3.583 0.601 -0.660
H 0.093 0.601 -1.087
H -2.172 1.560 0.240
H -3.196 0.506 -0.749
H 1.439 1.675 -1.157
H -1.110 -0.575 0.984
H 3.560 -0.707 0.415
H -0.853 -1.992 0.106



2.
ORCA calculation (ωB97M-V/def2-TZVPD) on 2 unconnected molecules or ions with the total composition C2H10N4O in a non-equilibrium geometry.

Its structure (SMILES) is NN(N)N=O.CC. The value obtained for the LUMO energy is 0.77 eV. The HOMO energy comes out at -9.445 eV.

Geometry (Å):
O 1.313 -1.597 1.037
N -1.147 -0.716 1.314
N 0.015 -0.081 1.816
N -0.156 1.035 2.601
N 1.205 -0.565 1.706
C 0.178 -0.589 -2.014
C 0.418 0.909 -1.884
H 0.548 -0.947 -2.971
H -0.590 0.803 3.491
H -0.104 1.453 -2.669
H -0.885 -0.820 -1.958
H 1.480 1.129 -1.962
H 0.071 1.285 -0.923
H 0.701 -1.133 -1.230
H -0.721 1.733 2.125
H -1.479 -0.244 0.473
H -0.846 -1.657 1.047



3.
ORCA calculation (ωB97M-V/def2-TZVPD) on a gas-phase ion, C2H10N4O (charge +2) in a non-equilibrium geometry.

The value obtained for the LUMO energy (alpha / beta) is -7.44 / -11.92 eV. As for the multiplicity: 3. The net charge is +2. The HOMO energy (alpha / beta) comes out at -14.429 / -19.244 eV.

Geometry (Å):
O 2.074 -0.792 -0.548
N 0.449 0.753 -1.642
N -1.923 1.428 -0.104
N -1.181 0.166 -0.022
N 0.849 -0.835 0.047
C 0.827 -1.534 1.292
C 0.086 0.122 -0.484
H 2.720 -1.262 0.051
H 1.121 -2.632 1.240
H -2.984 1.319 -0.022
H -1.475 -0.392 0.893
H 1.355 0.518 -1.875
H 1.612 -1.174 1.957
H -0.118 -1.321 1.681
H -1.834 1.948 -1.019
H 0.037 1.527 -2.094
H -1.615 2.161 0.649



4.
ORCA calculation (ωB97M-V/def2-TZVPD) on 2 unconnected molecules or ions with the total composition C2H10N4S in a non-equilibrium geometry.

The value obtained for the LUMO energy is -9.41 eV. The net charge is +2. The HOMO energy comes out at -18.533 eV.

Geometry (Å):
S 2.394 -1.506 0.224
N -0.213 1.996 0.576
N 0.641 3.046 0.427
N 0.092 -2.200 -0.297
N 0.798 -1.235 0.081
C -0.406 1.043 -0.211
C -1.384 -2.034 -0.545
H 1.173 3.101 -0.393
H 0.368 0.907 -0.869
H -1.641 -1.068 -0.119
H 0.435 -3.170 -0.339
H 2.630 -0.256 0.668
H -1.854 -2.917 -0.122
H -1.231 0.465 0.157
H -1.505 -2.134 -1.588
H -0.766 2.146 1.353
H 0.468 3.817 0.998



5.
ORCA calculation (ωB97M-V/def2-TZVPD) on a molecular structure, C2H10N4S2 in a non-equilibrium geometry.

The value obtained for the LUMO energy (alpha / beta) is -9.39 / -9.85 eV. The net charge is +2. The HOMO energy (alpha / beta) comes out at -16.304 / -15.692 eV.

Geometry (Å):
S 0.850 2.974 -0.227
S -0.165 5.107 0.972
N -0.168 -0.668 0.087
N -1.362 -2.921 -1.467
N -0.206 -2.850 -0.822
N 0.194 1.595 0.175
C -0.071 -2.138 0.388
C 0.761 0.334 0.161
H 0.520 5.881 1.983
H -0.386 4.029 1.666
H -1.204 -3.437 -2.386
H -1.115 -0.448 -0.289
H -1.882 -2.069 -1.440
H 2.113 2.999 0.361
H 0.356 -3.568 -1.129
H 0.894 -2.301 0.813
H 1.777 -0.028 0.024
H -0.907 -2.490 1.132



6.
ORCA calculation (ωB97M-V/def2-TZVPD) on a molecular structure, C2H10N5 in a non-equilibrium geometry.

The value obtained for the LUMO energy is -3.05 eV. The net charge is +1. The HOMO energy comes out at -12.566 eV.

Geometry (Å):
N 1.830 0.320 -0.155
N -3.221 0.561 0.389
N 2.294 -0.123 1.003
N -1.089 -0.259 -0.725
N 0.166 -2.007 0.240
C 2.571 0.643 -1.135
C -0.390 -1.120 -0.260
H 3.694 0.527 -1.226
H -3.849 -0.280 0.562
H 0.766 -2.270 0.916
H 1.613 0.145 1.783
H 1.994 0.987 -1.989
H -3.787 1.065 -0.319
H 3.293 0.111 1.292
H -2.129 0.272 -0.304
H -3.136 1.050 1.275
H -0.619 0.379 -1.346



7.
ORCA calculation (ωB97M-V/def2-TZVPD) on 3 unconnected molecules or ions with the total composition C2H10NO2 in a non-equilibrium geometry.

The value obtained for the LUMO energy is -3.48 eV. The net charge is +1. The HOMO energy comes out at -14.173 eV.

Geometry (Å):
O 0.808 2.386 1.468
O -0.960 -2.153 1.281
N -0.163 0.058 0.078
C -0.343 -0.273 -1.335
C 0.572 -0.137 -2.279
H 0.816 -0.042 0.367
H 1.463 2.898 1.000
H -0.350 1.044 0.316
H 0.822 2.699 2.371
H 1.660 -0.135 -2.295
H 0.208 0.180 -3.266
H -1.092 -2.341 2.213
H -1.199 -0.926 -1.444
H -0.644 -0.607 0.755
H -1.599 -2.650 0.770



8.
ORCA calculation (ωB97M-V/def2-TZVPD) on 3 unconnected molecules or ions with the total composition C2H10NO2S in a non-equilibrium geometry.

The value obtained for the LUMO energy is 3.11 eV. The net charge is -1. The HOMO energy comes out at -2.757 eV.

Geometry (Å):
S -1.633 -1.208 -1.807
O 1.413 -2.681 3.199
O -1.535 3.804 -0.204
N -0.214 1.177 -0.494
C 0.102 -1.180 -1.406
C 0.465 -0.138 -0.305
H 0.671 -2.182 2.865
H -1.108 0.858 -0.920
H -1.036 3.581 -0.969
H 1.526 0.110 -0.213
H 0.148 -0.646 0.613
H -1.555 3.000 0.307
H 0.749 -0.982 -2.282
H 0.634 -2.085 -1.091
H 1.176 -2.894 4.105
H 0.196 1.465 -1.396



Number 1: E -10240.7773 eV. Number 2: E -10240.2755 eV. Number 3: E -10218.8865 eV. Number 4: E -19010.4170 eV. Number 5: E -29844.9380 eV. Number 6: E -9677.7777 eV. Number 7: E -7813.4645 eV. Number 8: E -18657.2025 eV.